{"formula": "C58H142CaF6N11O22S2", "method": "ωB97M-V with the def2-TZVPD basis set", "homo_lumo_gap_ev": 3.627, "total_charge": 1, "symbols": ["Ca", "S", "S", "F", "F", "F", "F", "F", "F", "O", "O", "O", "O", "O", "O", "O", "O", "O", "O", "O", "O", "O", "O", "O", "O", "O", "O", "O", "O", "O", "O", "N", "N", "N", "N", "N", "N", "N", "N", "N", "N", "N", "C", "C", "C", "C", "C", "C", "C", "C", "C", "C", "C", "C", "C", "C", "C", "C", "C", "C", "C", "C", "C", "C", "C", "C", "C", "C", "C", "C", "C", "C", "C", "C", "C", "C", "C", "C", "C", "C", "C", "C", "C", "C", "C", "C", "C", "C", "C", "C", "C", "C", "C", "C", "C", "C", "C", "C", "C", "C", "H", "H", "H", "H", "H", "H", "H", "H", "H", "H", "H", "H", "H", "H", "H", "H", "H", "H", "H", "H", "H", "H", "H", "H", "H", "H", "H", "H", "H", "H", "H", "H", "H", "H", "H", "H", "H", "H", "H", "H", "H", "H", "H", "H", "H", "H", "H", "H", "H", "H", "H", "H", "H", "H", "H", "H", "H", "H", "H", "H", "H", "H", "H", "H", "H", "H", "H", "H", "H", "H", "H", "H", "H", "H", "H", "H", "H", "H", "H", "H", "H", "H", "H", "H", "H", "H", "H", "H", "H", "H", "H", "H", "H", "H", "H", "H", "H", "H", "H", "H", "H", "H", "H", "H", "H", "H", "H", "H", "H", "H", "H", "H", "H", "H", "H", "H", "H", "H", "H", "H", "H", "H", "H", "H", "H", "H", "H", "H", "H", "H", "H", "H", "H", "H", "H", "H", "H", "H", "H", "H", "H", "H"], "coordinates": [[1.1051, 6.2310, 4.9510], [0.6866, 3.5893, 1.3903], [2.3978, 2.1153, 2.5853], [-0.9918, 1.5362, 2.1323], [3.2948, 0.2271, 4.2912], [-0.7013, 1.6898, -0.0389], [-1.9945, 3.1170, 1.0602], [2.1671, 1.7983, 5.2816], [1.1202, 0.3502, 4.0493], [2.6364, -8.5101, 0.6630], [-0.9936, -4.8300, 9.2547], [2.0888, 1.1818, 1.5105], [8.3748, -2.1997, -0.4672], [1.5656, 3.4057, 0.2455], [-5.1346, 3.3147, -4.9299], [-5.6068, 12.6387, 3.8306], [9.8693, -8.6837, -1.1025], [-6.6541, 8.2015, 1.5541], [-0.1107, -8.5047, 6.5236], [2.0855, -3.0299, -9.4561], [7.0991, 5.7967, -2.9772], [-1.6860, -3.8978, -2.4285], [-7.3856, -2.3132, -6.7076], [-3.8905, -1.5996, -7.0741], [-6.4442, -1.6464, 2.3103], [5.1485, -6.9266, 3.9605], [-1.3611, 5.8243, 5.7640], [1.1667, 8.5399, 3.7545], [3.7107, 2.7328, 2.6438], [1.8717, -1.3009, -5.9366], [0.1318, 4.9212, 1.5489], [-1.0860, 8.4813, 5.1007], [7.6825, 8.7207, -0.8292], [-4.6218, 10.2542, 2.5419], [3.9628, -2.9806, -7.2959], [-6.7147, -0.0009, -5.1789], [-4.0872, -3.5830, -4.6842], [4.5728, -6.2297, 1.1216], [8.1914, -5.5332, -2.2828], [-1.1990, -5.8411, 6.5386], [1.3671, 3.2215, 2.9640], [-9.2312, 0.6438, 2.0560], [-0.1247, -5.0017, 7.0104], [6.1886, 5.5943, -4.0246], [-5.2714, 8.2537, 1.1188], [-2.9585, -4.5332, -2.5749], [0.7058, -9.6272, 6.6906], [6.8459, 6.9968, -2.3366], [7.7967, -0.9539, -0.6947], [-2.9871, -2.6411, -4.9752], [2.4933, -0.0959, -5.5959], [5.8074, -7.2176, 5.1576], [-8.1134, -0.3286, -5.4769], [-7.5534, 0.3366, 0.4143], [-0.8571, 2.3939, 1.0974], [9.0258, -7.5477, -0.9268], [-2.8561, -2.3807, -6.5042], [2.9369, -7.4411, -0.2852], [-4.7553, 9.7174, 1.2107], [-0.7494, -6.5159, 5.2735], [-0.2164, 9.6605, 5.2325], [-1.6887, 4.4543, 5.9090], [2.9953, -4.0864, -9.2746], [0.3437, -7.5730, 5.5280], [-0.4468, -4.0484, 8.1858], [8.7960, -4.5331, -1.3927], [-5.6448, 11.3596, 4.4578], [7.9550, 7.3888, -1.3303], [-1.1904, -4.2338, 10.5060], [-5.8310, 10.2905, 3.3175], [2.5121, -2.4437, -5.3217], [-5.5136, -2.1620, 3.2839], [2.2638, 1.0335, 4.1953], [3.2422, -6.1117, 0.5063], [-1.6715, -2.8710, -1.4720], [1.5025, -2.8254, -10.7661], [3.4022, -4.2213, -7.8070], [3.9369, -2.7388, -5.8325], [-7.3005, -0.6596, 2.8269], [-4.1508, -3.7625, -3.2306], [4.6552, -5.2736, 2.2533], [8.0564, -3.1370, -1.5326], [0.5824, 9.7918, 4.0217], [-3.6637, -1.4096, -8.4873], [-6.6355, 1.4675, -5.0231], [8.0424, 6.3527, -0.2198], [-7.4085, -3.7393, -6.7743], [-5.1627, 1.8640, -4.9374], [1.6870, -9.4283, 0.1608], [-8.2162, -1.8633, -5.6124], [5.6136, -5.7117, 3.3560], [9.8702, -9.5889, 0.0059], [-5.4091, 13.7173, 4.7232], [-8.2285, -0.2941, 1.6546], [-3.7744, 3.8089, -4.8423], [1.7583, 8.4394, 2.4414], [-1.7039, 8.1367, 6.4128], [8.9776, -6.7968, -2.2420], [-2.2989, 6.7341, 6.3478], [-7.3109, 6.9756, 1.3301], [-2.4827, 8.8027, 6.7845], [5.7109, -4.8420, 4.0057], [-1.7049, 4.0474, 6.9200], [-7.2651, -4.0145, -7.8192], [0.7248, -2.1413, -10.4265], [10.6471, -9.4742, 0.7618], [-3.2837, -4.9678, -1.6297], [4.5684, -7.1836, 1.4535], [8.4024, 5.4286, -0.6721], [-5.3182, 14.6518, 4.1694], [4.4043, -3.6373, -5.4295], [-6.7385, 0.2205, 3.1395], [-6.6656, 10.6643, 2.7245], [1.3329, 10.5610, 4.2034], [-3.1260, 6.8544, 5.6481], [1.2208, -7.0059, 5.8397], [8.1509, -0.4781, -1.6092], [8.6444, 6.6484, 0.6393], [8.9200, 7.3747, -1.8370], [2.3986, -6.0343, 1.1921], [-0.6553, -2.4772, -1.4504], [8.2251, -2.6561, -2.4962], [6.7106, -1.0312, -0.7429], [-4.6677, 1.3997, -4.0844], [7.3473, -5.6887, -1.7505], [5.4567, -8.1303, 5.6393], [-0.2475, -5.8378, 4.5833], [-2.6319, 6.4004, 7.3306], [-6.0614, 9.3228, 3.7632], [-1.2283, -3.3596, 7.8652], [-6.1643, 13.8121, 5.5035], [3.9416, -3.9824, -9.8054], [1.8861, -3.3185, -5.4978], [-2.3706, -2.0867, -1.7624], [2.4508, -4.9878, -9.5557], [2.6516, 9.0547, 2.3344], [3.7370, -5.0746, 2.8058], [3.7759, -7.8337, -0.8598], [3.1968, -5.1827, -0.0620], [-2.6772, -5.3438, -3.2472], [1.7469, -9.3684, 6.8835], [6.4162, 4.7133, -4.6248], [-7.1427, 1.8270, -4.1278], [-9.2268, -2.1876, -5.8606], [0.7526, -5.5809, 7.2983], [-0.8863, 3.9295, 5.3905], [0.3106, -4.4514, 6.1763], [6.8762, -7.3963, 5.0398], [-7.1040, 1.9479, -5.8820], [-0.1078, 10.1321, 3.2498], [5.0065, -4.3417, 1.8103], [-7.9330, -2.2214, -4.6227], [-8.7380, -1.1660, 1.2444], [9.9714, -6.5655, -2.6256], [-2.6907, -0.9954, -8.7515], [2.1987, -2.2744, -11.3984], [2.1800, 7.4368, 2.3693], [8.2275, 8.9258, -0.0039], [-3.7030, 4.8675, -5.0923], [6.1620, 6.4502, -4.6990], [5.8798, 7.0608, -1.8358], [5.7284, -6.3657, 5.8330], [4.6282, -1.9554, -5.5219], [-4.4916, -0.9404, -9.0188], [6.8688, 7.8662, -2.9937], [-2.7770, -3.3363, -7.0225], [-3.3674, 3.6867, -3.8386], [8.4766, -7.4771, -2.9306], [-9.8302, 0.3027, 2.7943], [3.3578, -2.3008, -7.7340], [-8.2709, -4.2686, -6.3690], [-4.3812, 11.2035, 2.2950], [0.9289, -3.6795, -11.1260], [2.2170, 0.7551, -6.2183], [-9.8926, 0.7394, 1.2987], [-1.6443, -6.8786, 4.7678], [9.5570, -6.9273, -0.2049], [-6.5714, 11.3177, 5.0302], [-8.4693, 0.1917, -6.3662], [-6.8073, 6.2001, 1.9072], [2.0882, -9.8753, -0.7488], [7.0408, 6.1433, 0.1558], [-4.7047, 7.6852, 1.8562], [-0.3774, -3.5493, 10.7478], [-3.0976, -1.6964, -4.4427], [8.8317, -4.8314, -0.3449], [-7.8680, -1.0217, 3.6843], [-4.4795, 13.6857, 5.2916], [-6.9342, 1.2291, 0.5053], [-3.7948, 9.7636, 0.6974], [-1.3751, -5.0382, 11.2181], [5.1656, 5.4478, -3.6778], [2.4513, -4.4605, -7.3308], [1.4578, -10.1474, 0.9473], [-5.0455, -4.3611, -3.0595], [-0.9466, 8.1492, 7.1967], [-6.1706, -0.3073, -5.9728], [10.1172, -10.5575, -0.4288], [-6.8398, -0.4361, 0.1282], [-7.4405, 6.8246, 0.2584], [-4.9207, -3.1602, -5.0670], [4.1085, -5.0450, -7.7036], [-8.6821, 0.0540, -4.6293], [6.5361, -5.9363, 2.8206], [-2.1773, -3.7715, 10.4830], [-5.4105, 10.3364, 0.5979], [-8.3196, 7.0758, 1.7309], [0.4080, 9.6642, 6.1259], [-6.4690, -4.0863, -6.3441], [-4.8342, 11.1312, 5.1498], [0.3874, -10.2743, 7.5079], [-1.2750, -6.6184, 7.1790], [3.5769, -0.0638, -5.4826], [1.0750, 8.5393, 1.5981], [7.8795, 9.4299, -1.5207], [-1.8388, 8.8544, 4.5401], [8.9159, -9.7639, 0.5028], [-1.8027, -3.2716, -0.4668], [2.1784, -7.1570, -1.0147], [-5.1248, 7.8395, 0.1212], [-4.4182, -2.8254, -2.7423], [-5.9959, -2.6311, 4.1415], [9.8136, -4.4047, -1.7618], [-0.8470, 10.5495, 5.2221], [6.9717, -3.1857, -1.4369], [0.4117, -3.4200, 8.4227], [0.5913, -7.9746, 4.5454], [-4.9861, -2.9951, 2.8195], [0.7403, -8.9042, 0.0301], [-3.0650, 3.2630, -5.4642], [-3.7463, -2.3692, -8.9977], [2.0081, 0.1589, -4.6537], [0.7399, -10.2287, 5.7822], [-4.6459, 1.4937, -5.8227], [-8.3208, 0.4449, -0.3521], [7.9439, -0.2133, 0.0915], [8.0245, -7.8350, -0.6059], [-2.0755, -3.1692, -4.6956], [-4.7957, -1.4933, 3.7589], [2.4951, -2.3364, -4.2371], [-2.6065, 4.2931, 5.3436], [-1.9008, -1.8798, -6.6606]], "atomic_forces_ev_per_a": [[-1.8, 0.5, -1.4], [0.4, 0.7, -0.2], [3.8, -2.8, 1.3], [0.4, 0.6, -0.7], [0.0, -0.2, 0.3], [-0.2, 1.1, 1.2], [1.0, -0.3, -0.3], [0.1, 0.1, 0.5], [0.3, -0.2, 0.6], [-0.1, 1.4, -0.4], [1.3, -0.6, -0.9], [-0.1, 1.0, 1.5], [1.1, -0.8, -0.1], [-1.3, 0.2, 1.7], [1.6, -0.4, 0.1], [0.8, -0.1, 0.4], [-0.6, -0.4, 0.6], [0.8, 0.8, -0.5], [0.0, 0.7, -0.6], [0.3, 0.2, -0.1], [0.1, -0.4, -0.2], [-0.6, 0.0, 0.0], [-1.1, -0.1, 1.3], [-0.1, 0.6, -0.8], [1.3, -0.5, 1.3], [-0.3, 0.7, -0.3], [1.6, 0.7, 0.8], [0.8, -1.0, -0.8], [-0.4, -0.8, -0.1], [1.1, -1.4, -0.9], [-0.3, -0.2, 0.7], [0.0, 0.1, 1.9], [-0.6, 0.2, 0.3], [1.1, -0.2, -0.4], [0.1, 0.9, -0.3], [-0.9, 0.8, 0.4], [1.5, 0.5, 0.2], [-1.3, 0.5, 0.9], [0.2, -0.1, 1.5], [0.5, -0.1, -1.3], [-3.3, 1.6, -3.1], [-1.2, 1.0, 0.9], [1.1, 0.5, 0.9], [-0.6, -0.1, -0.6], [-0.6, 0.9, 1.3], [0.2, 0.1, -1.2], [0.8, -0.4, -0.4], [1.0, 1.7, 0.9], [-0.7, 0.6, -0.2], [-0.5, -0.7, -1.9], [-0.9, 1.0, 1.3], [0.7, 0.2, 0.5], [0.7, -1.0, 0.0], [0.8, -1.6, 0.4], [0.0, -0.7, 0.3], [1.5, 0.4, 0.2], [0.5, -0.1, 0.7], [0.6, 0.7, 0.7], [-0.8, -1.6, -1.2], [0.0, -0.2, 0.9], [-1.1, 0.3, 0.8], [0.1, -0.6, -1.0], [0.3, -0.4, 0.1], [-1.1, 0.4, 0.1], [-1.5, -0.7, -0.6], [0.2, 1.9, -0.8], [-1.7, -0.7, -1.1], [0.2, -1.0, 0.1], [-1.0, -0.2, -0.6], [0.3, 1.7, 1.4], [0.0, -0.2, 0.1], [-0.5, -0.9, -0.2], [-0.6, 0.9, -2.5], [0.4, -1.6, -0.8], [0.7, -0.1, -0.2], [-0.4, 0.9, 2.5], [-0.9, 0.2, 0.3], [-0.4, -0.6, -1.0], [-0.3, 0.2, -1.3], [-0.6, -0.4, -0.1], [0.6, -0.7, 0.1], [-0.2, 0.1, 1.0], [0.3, 0.7, -0.4], [-0.7, -1.3, 0.1], [1.2, -0.7, -0.3], [-0.6, -0.1, -0.1], [1.6, 0.2, -0.9], [-0.7, 1.0, -0.6], [-0.1, 0.6, 0.5], [-0.1, 1.2, -0.6], [0.0, -0.6, -1.6], [0.3, -1.1, -0.9], [0.4, 0.4, 0.3], [0.2, 0.8, -0.6], [-0.4, -0.5, 0.3], [1.0, -0.8, 0.0], [0.5, -0.9, 0.1], [-1.0, 0.1, -0.8], [-0.1, 1.0, -0.8], [-0.2, 0.6, 0.2], [-0.1, 0.3, -0.3], [0.2, -0.3, 0.6], [-0.3, 0.5, 0.2], [-0.5, 0.1, -0.2], [-0.2, 0.4, -0.7], [0.1, 0.9, 0.0], [-0.1, 0.1, 0.2], [0.4, -0.2, 0.6], [0.2, 0.0, 0.3], [-0.5, -0.2, -0.3], [-0.5, -0.2, 0.6], [0.1, 0.3, 0.1], [-0.4, -0.3, 0.0], [0.2, 0.0, -0.4], [-0.4, -0.6, 0.1], [0.3, -0.3, 0.4], [0.1, -0.1, -0.3], [0.3, 0.0, -0.2], [0.1, -0.1, -0.4], [0.0, -0.1, 0.6], [0.0, 0.2, -0.3], [0.4, -0.2, -0.2], [-0.4, -0.2, -0.3], [-0.1, 0.3, 0.4], [-0.8, -0.6, -0.6], [-0.6, 0.2, -0.3], [-0.3, 0.5, 0.1], [0.0, -0.1, -0.1], [-0.1, 0.1, -0.2], [-0.2, 0.2, -0.2], [-0.5, -0.1, -0.2], [-0.1, 0.2, -0.8], [-0.2, 0.2, -0.4], [-0.1, 0.1, 0.5], [0.5, -0.5, -0.2], [-0.3, 0.6, 0.1], [-0.7, -0.1, -0.5], [0.3, 0.5, -0.1], [0.0, -0.3, -0.6], [-0.5, -0.2, 0.0], [0.2, 0.3, 0.2], [0.5, 0.0, 0.3], [-0.2, -0.3, 0.1], [-0.3, 0.1, 0.3], [0.1, -0.4, 0.6], [-0.1, -0.3, -0.2], [-0.5, 0.6, -0.1], [0.3, 0.1, -0.4], [0.0, 0.4, -0.1], [0.4, -0.3, -0.7], [0.1, 0.2, 0.3], [0.3, -0.7, -0.1], [0.5, -0.7, 0.3], [0.1, -0.2, 0.1], [0.0, 0.3, 0.3], [-0.1, -0.6, -0.5], [-0.2, -0.4, 0.0], [0.1, 0.0, 0.0], [-0.5, -0.1, -0.1], [0.1, 0.2, -0.1], [-0.3, -0.4, 0.2], [-0.2, 0.0, 0.4], [0.0, 0.3, -0.5], [0.0, 1.0, 0.8], [-0.3, -0.1, -0.9], [-0.2, -0.3, 0.0], [-0.2, 0.0, 0.4], [0.2, 0.0, -0.4], [0.2, -0.2, 0.5], [0.1, 0.7, 0.0], [-0.1, 0.4, 0.2], [0.2, 0.5, 0.8], [0.8, -0.4, -0.4], [-0.1, -0.5, -0.7], [0.1, 0.4, -0.3], [0.2, -0.4, 0.1], [-0.5, 0.2, 0.6], [-0.1, 0.0, 0.4], [-0.1, 0.0, -0.3], [0.0, -0.5, -0.5], [-0.4, -0.3, -0.1], [-0.1, 0.0, 0.1], [0.3, -0.4, -0.1], [-0.1, 0.0, 0.4], [0.1, 0.2, 0.2], [-0.1, 0.1, 0.1], [-0.2, -0.2, 0.1], [0.5, -0.6, -0.1], [-0.5, 0.3, 0.5], [0.2, -0.1, 0.2], [0.8, 0.0, 0.2], [-0.2, 0.0, 0.4], [-0.1, -0.4, 0.6], [0.5, -0.3, -0.1], [0.1, -0.4, 0.2], [0.4, 0.1, -0.1], [0.4, 0.1, -0.1], [0.0, -0.1, -0.2], [0.0, 0.0, -0.7], [0.4, -0.6, -0.1], [-0.4, 0.0, 0.4], [-0.1, -0.1, 0.0], [-0.4, -0.4, 0.0], [0.6, 0.1, 0.5], [0.0, 0.9, 0.1], [-0.4, 0.1, -0.1], [0.0, 0.1, 0.1], [-0.2, -0.3, 0.2], [-0.2, -0.4, 0.6], [0.5, 0.3, -0.2], [-0.4, 0.4, 0.0], [-0.4, 0.0, 0.4], [0.0, -0.5, -0.1], [-0.3, 0.3, 0.4], [0.0, 0.0, 0.0], [-0.4, -0.6, -0.7], [-0.3, 0.6, -0.1], [-0.7, 0.1, 0.2], [-0.7, -0.7, 0.2], [-0.1, 0.0, -0.1], [0.5, 0.4, 0.4], [-0.7, 0.0, 0.0], [0.2, 0.2, 0.3], [0.1, 0.4, 0.7], [-0.3, -0.9, -0.3], [0.4, -0.3, 0.5], [0.0, -0.8, 0.1], [0.1, 0.3, -0.3], [-0.2, 0.0, -0.7], [-0.3, -0.2, -0.5], [0.6, -0.6, 0.2], [0.6, 0.4, 0.6], [-0.2, -0.2, -0.2], [0.2, 0.0, -0.2], [0.2, 0.1, -0.1], [0.6, -0.5, 0.4], [-0.1, 0.0, 0.2], [0.2, 0.5, 0.1], [0.0, 0.7, -0.6], [0.2, 0.3, 0.3], [-0.1, -0.4, 0.3], [0.2, 0.2, 0.0]], "mulliken_charge": [1.5748, 0.9204, 0.8997, -0.2255, -0.1883, -0.1916, -0.1999, -0.2448, -0.2269, -0.2348, -0.2679, -0.5612, -0.3308, -0.5663, -0.3746, -0.2968, -0.3698, -0.2991, -0.3531, -0.2531, -0.2893, -0.2529, -0.3033, -0.0464, -0.2563, -0.1893, -0.2403, -0.2381, -0.6449, -0.2102, -0.6466, -0.1089, -0.7118, -0.2225, -0.3640, -0.0913, -0.4262, -0.1919, -0.3361, -0.3866, -0.3142, -0.7468, -0.4982, -0.7356, -0.4971, -0.8510, -0.7400, -0.6515, -0.7507, -0.3143, -0.8269, -0.8410, -0.8090, -1.3049, 0.6641, -0.1074, -0.9723, -0.8317, -0.8646, -0.7852, -0.6148, -0.5643, -0.6638, -0.3496, -0.7272, -0.4639, -0.7081, 0.5091, -0.7606, -0.4593, -0.3949, -0.8265, 0.6314, -0.4829, -0.6745, -0.7616, -0.4247, -0.7836, -0.6205, -0.5089, -0.7156, -0.5078, -0.6969, -1.0252, -0.6964, -1.3066, -0.7729, -0.2337, -0.7867, -0.5284, -0.6992, -0.7586, -0.7843, 0.5657, -0.7011, -0.6978, -0.6987, -0.7762, -0.6577, -0.7813, 0.3166, 0.4501, 0.3273, 0.2631, 0.2246, 0.2840, 0.4367, 0.2755, 0.3071, 0.2696, 0.4176, 0.3311, 0.3469, 0.3808, 0.3838, 0.2489, 0.3023, 0.3915, 0.2156, 0.2233, 0.2038, 0.3333, 0.2948, 0.3319, 0.2876, 0.2362, 0.3524, 0.4456, 0.3437, 0.3244, 0.3060, 0.3266, 0.2626, 0.2597, 0.4122, 0.3268, 0.3338, 0.3288, 0.4570, 0.3054, 0.2920, 0.2691, 0.2975, 0.4995, 0.2477, 0.1329, 0.4768, 0.3266, 0.3233, 0.4267, 0.3777, 0.2698, 0.1991, 0.3209, 0.3478, 0.2797, 0.2372, 0.2294, 0.2747, 0.3069, 0.3405, 0.3197, 0.2498, 0.3074, 0.2870, 0.3881, 0.2523, 0.3254, 0.2403, 0.3187, 0.3817, 0.2267, 0.3096, 0.2584, 0.2699, 0.3687, 0.3107, 0.4365, 0.3969, 0.3080, 0.3102, 0.3071, 0.2011, 0.2929, 0.1804, 0.2162, 0.3396, 0.2949, 0.2704, 0.4364, 0.2399, 0.2950, 0.2419, 0.2194, 0.4803, 0.3644, 0.0688, 0.2813, 0.3045, 0.2933, 0.1493, 0.3788, 0.4235, 0.3151, 0.2807, 0.4044, 0.2430, 0.4148, 0.2358, 0.3122, 0.2594, 0.3195, 0.2800, 0.3035, 0.2389, 0.1211, 0.2995, 0.3202, 0.4939, 0.5119, 0.3788, 0.3241, 0.3037, 0.3197, 0.2932, 0.4116, 0.4611, 0.2745, 0.3081, 0.2976, 0.3807, 0.3104, 0.2939, 0.2274, 0.3342, 0.2804, 0.2688, 0.4157, 0.3028, 0.4091, 0.3037, 0.4896]}